[1]
One molecule with the formula C12H16N4O3S, computed with ωB97M-V/def2-TZVPD.

Atoms and positions in Å:
O  0.656  -3.234  0.344
C  -0.106  -2.290  0.380
N  -1.473  -2.485  0.460
C  -2.457  -1.539  0.494
S  -4.003  -2.105  0.595
N  -2.076  -0.228  0.441
C  -3.000  0.884  0.455
C  -4.329  0.908  -0.232
C  -4.256  0.952  1.266
C  -0.728  0.143  0.371
O  -0.423  1.342  0.330
C  0.262  -0.893  0.344
C  1.620  -0.584  0.270
N  2.061  0.648  0.203
N  3.391  1.050  0.213
C  4.216  0.453  -0.835
C  3.902  1.069  -2.204
O  4.061  2.470  -2.178
C  3.215  3.062  -1.217
C  3.503  2.501  0.182
H  -1.798  -3.446  0.497
H  -2.417  1.795  0.401
H  -4.584  1.807  -0.773
H  -4.698  0.004  -0.686
H  -4.459  1.883  1.774
H  -4.577  0.078  1.806
H  2.314  -1.413  0.250
H  1.309  1.358  0.249
H  4.062  -0.624  -0.856
H  5.254  0.656  -0.566
H  4.592  0.697  -2.962
H  2.871  0.812  -2.496
H  3.414  4.133  -1.253
H  2.160  2.883  -1.482
H  2.820  2.928  0.918
H  4.528  2.742  0.469

## Properties
HOMO in Ha: -0.3010
2S+1: 1
SMILES string: O=C1NC(=S)N(C2CC2)C(=O)/C1=C\NN1CCOCC1
HOMO-LUMO gap in Eh: 0.29771
LUMO in eV: -0.088

[2]
C26H31F4N5O2STi as an isolated structure, computed with ωB97M-V/def2-TZVPD.

Atoms and positions in Å:
Ti  0.548  -0.081  -0.138
C  3.704  0.137  0.216
N  2.760  -0.260  -0.842
C  3.135  0.448  -2.076
C  2.871  -1.706  -1.091
C  2.396  -2.506  0.102
N  1.206  -1.873  0.681
C  0.706  -2.485  1.819
C  -0.223  -1.775  2.585
F  -0.547  -0.544  2.115
C  -0.799  -2.229  3.746
F  -1.675  -1.441  4.382
C  -0.476  -3.474  4.245
C  0.435  -4.211  3.518
F  0.781  -5.429  3.941
C  1.011  -3.752  2.344
F  1.854  -4.592  1.717
H  4.728  -0.136  -0.061
H  3.658  1.216  0.358
H  3.451  -0.351  1.155
H  4.154  0.172  -2.370
H  2.452  0.183  -2.880
H  3.086  1.522  -1.920
H  2.261  -1.930  -1.966
H  3.906  -1.977  -1.336
H  2.202  -3.524  -0.236
H  3.190  -2.578  0.852
H  -0.915  -3.857  5.154
O  -0.658  2.558  -3.059
C  -0.150  1.604  -2.473
N  0.555  1.632  -1.337
C  0.638  2.934  -0.709
C  1.169  2.796  0.688
C  1.653  3.888  1.397
C  2.097  3.711  2.693
C  2.051  2.440  3.253
C  1.567  1.404  2.487
N  1.134  1.569  1.228
C  -0.349  0.208  -3.009
C  -0.828  -0.015  -4.286
C  -1.051  -1.320  -4.692
C  -0.810  -2.354  -3.798
C  -0.337  -2.046  -2.536
N  -0.098  -0.790  -2.149
H  1.259  3.631  -1.282
H  -0.353  3.406  -0.659
H  1.678  4.861  0.925
H  2.479  4.549  3.261
H  2.390  2.257  4.262
H  1.527  0.396  2.882
H  -1.022  0.838  -4.920
H  -1.417  -1.531  -5.688
H  -0.982  -3.384  -4.073
H  -0.139  -2.820  -1.803
C  -5.441  -0.272  -0.079
C  -4.019  -0.282  0.461
S  -2.826  0.291  -0.755
O  -1.530  0.331  0.045
C  -3.298  2.021  -0.946
C  -3.229  2.821  0.343
H  -6.110  -0.712  0.659
H  -5.525  -0.857  -0.995
H  -5.795  0.739  -0.278
H  -3.683  -1.297  0.683
H  -3.887  0.320  1.359
H  -4.292  2.012  -1.397
H  -2.603  2.385  -1.705
H  -4.048  2.584  1.020
H  -3.293  3.884  0.109
H  -2.286  2.641  0.860

## Properties
HOMO (alpha / beta) in Ha: -0.3876 / -0.3888
2S+1: 2
<S²>: 0.753
HOMO-LUMO gap (alpha / beta) in Eh: 0.29146 / 0.29191
Charge: +1
LUMO (alpha / beta) in eV: -2.617 / -2.636

For reference, relative energy (zero: lowest compared OMol25 entry of this formula, charge and spin) by record: 41.5, 6.8 kcal per mole.